1.
{
  "formula": "C2H5FS",
  "method": "ωB97M-V with the def2-TZVPD basis set",
  "total_energy_ev": -15703.0651,
  "e_homo_ev": [-9.7, -8.2],
  "de_lowest_kcal_mol": 99.0,
  "charge": 0,
  "gap_ev": [9.5, 7.6],
  "species": ["C", "C", "F", "S", "H", "H", "H", "H", "H"],
  "coordinates": [[-0.345, -0.948, 0.402], [-0.050, 0.181, -0.449], [-0.639, 0.180, -1.669], [1.574, 0.681, -0.331], [0.364, -1.171, 1.235], [-0.281, -2.006, -0.065], [-1.406, -1.048, 0.748], [-0.701, 2.146, 0.753], [1.484, 1.984, -0.624]]
}

---

2.
{
  "formula": "C8H21FGaIOP2",
  "method": "ωB97M-V with the def2-TZVPD basis set",
  "total_energy_ev": -92437.6387,
  "e_homo_ev": [-16.0, -16.5],
  "de_lowest_kcal_mol": 3.5,
  "charge": 2,
  "gap_ev": [5.8, 6.5],
  "species": ["C", "I", "H", "H", "H", "Ga", "P", "C", "C", "H", "H", "H", "H", "H", "H", "C", "H", "H", "H", "P", "C", "C", "H", "H", "H", "C", "H", "H", "H", "H", "H", "H", "C", "O", "F"],
  "coordinates": [[-0.061, 0.017, -1.914], [2.366, 0.565, -0.518], [0.907, 0.268, -2.393], [-0.781, 0.831, -2.126], [-0.454, -0.854, -2.470], [-0.616, -0.666, 0.107], [0.467, 2.570, 0.165], [-1.061, 3.276, 0.901], [1.682, 3.689, 0.948], [1.522, 4.710, 0.588], [0.491, 4.426, -1.383], [2.693, 3.354, 0.707], [1.176, 2.949, -2.131], [-1.057, 3.049, 1.978], [1.538, 3.647, 2.033], [0.376, 3.342, -1.497], [-1.074, 4.370, 0.756], [-0.593, 3.112, -1.954], [-1.955, 2.819, 0.453], [-0.021, -2.828, 0.170], [-1.367, -3.837, 0.855], [0.271, -3.402, -1.525], [2.296, -2.561, 0.826], [1.764, -4.288, 0.821], [1.282, -3.196, 2.171], [1.482, -3.255, 1.089], [1.145, -2.889, -1.953], [0.461, -4.489, -1.481], [-1.199, -4.880, 0.552], [-2.335, -3.489, 0.471], [-0.607, -3.209, -2.160], [-1.354, -3.753, 1.950], [-2.310, -0.118, 1.013], [-3.165, 0.678, 0.757], [-2.463, -0.934, 2.187]]
}

---

3.
{
  "formula": "C32H44N7O4S2Si2Ti",
  "method": "ωB97M-V with the def2-TZVPD basis set",
  "total_energy_ev": -113067.9743,
  "e_homo_ev": [-2.2, -2.2],
  "de_lowest_kcal_mol": 8.6,
  "charge": -2,
  "multiplicity": 2,
  "gap_ev": [5.5, 5.5],
  "species": ["Ti", "C", "N", "C", "C", "N", "C", "C", "C", "C", "C", "C", "C", "S", "C", "C", "C", "C", "C", "C", "S", "H", "H", "H", "H", "H", "H", "H", "H", "H", "H", "H", "H", "H", "H", "H", "H", "H", "H", "O", "C", "O", "C", "C", "C", "N", "C", "C", "C", "O", "O", "H", "H", "H", "C", "Si", "C", "C", "C", "Si", "C", "C", "C", "H", "H", "H", "H", "H", "H", "H", "H", "H", "H", "H", "H", "H", "H", "H", "H", "H", "H", "H", "N", "C", "N", "N", "C", "N", "H", "H", "H", "H"],
  "coordinates": [[-0.181, 0.555, -0.042], [-3.231, -2.876, 0.399], [-2.182, -2.595, 1.358], [-1.315, -3.745, 1.548], [-0.087, -3.475, 2.410], [0.953, -2.713, 1.747], [1.710, -3.477, 0.777], [1.800, -1.961, 2.610], [2.067, -2.408, 3.903], [2.875, -1.689, 4.773], [3.452, -0.508, 4.339], [3.210, -0.065, 3.048], [2.385, -0.762, 2.165], [2.151, -0.089, 0.551], [-2.688, -2.051, 2.589], [-3.703, -2.733, 3.260], [-4.240, -2.267, 4.448], [-3.739, -1.083, 4.977], [-2.731, -0.402, 4.324], [-2.165, -0.855, 3.114], [-0.839, 0.082, 2.472], [-2.797, -3.097, -0.577], [-3.862, -3.742, 0.674], [-3.871, -2.001, 0.296], [-1.014, -4.105, 0.560], [-1.872, -4.579, 2.023], [0.288, -4.456, 2.760], [-0.404, -2.917, 3.291], [2.326, -4.261, 1.256], [2.362, -2.805, 0.218], [1.037, -3.965, 0.070], [1.617, -3.332, 4.245], [3.044, -2.052, 5.780], [4.077, 0.078, 5.003], [3.645, 0.865, 2.702], [-4.078, -3.657, 2.833], [-5.034, -2.812, 4.946], [-4.141, -0.682, 5.901], [-2.345, 0.523, 4.732], [-1.926, 7.189, 1.870], [-0.911, 6.618, 2.312], [-0.043, 7.025, 3.110], [-0.691, 5.174, 1.789], [0.410, 4.431, 2.193], [0.604, 3.155, 1.694], [-0.239, 2.597, 0.826], [-1.333, 3.286, 0.471], [-1.587, 4.569, 0.912], [-2.289, 2.510, -0.406], [-3.300, 3.004, -0.860], [-1.901, 1.278, -0.607], [1.104, 4.873, 2.894], [1.453, 2.547, 1.980], [-2.474, 5.096, 0.593], [-1.282, 2.748, -3.773], [-0.393, 1.104, -3.528], [0.538, 0.779, -5.179], [-1.822, -0.137, -3.604], [0.795, 1.051, -2.111], [2.222, 2.243, -2.226], [2.484, 3.429, -0.795], [3.825, 1.259, -2.441], [2.263, 3.442, -3.709], [-2.081, 2.604, -4.505], [-0.629, 3.545, -4.131], [-1.754, 3.079, -2.845], [-0.144, 0.525, -5.996], [1.292, -0.009, -5.100], [1.078, 1.682, -5.470], [-2.281, -0.040, -4.594], [-2.563, 0.123, -2.848], [-1.568, -1.188, -3.454], [1.330, 0.092, -2.254], [2.778, 2.894, 0.109], [1.589, 4.010, -0.569], [3.281, 4.133, -1.055], [3.981, 0.573, -1.606], [4.684, 1.933, -2.508], [3.784, 0.671, -3.365], [1.519, 4.237, -3.628], [2.140, 2.955, -4.677], [3.250, 3.917, -3.702], [0.985, -2.599, -3.555], [0.172, -3.593, -3.151], [0.119, -4.708, -3.936], [-0.559, -3.575, -2.067], [-0.577, -2.404, -1.447], [-0.575, -1.348, -0.992], [1.222, -2.525, -4.529], [0.945, -1.717, -3.053], [0.947, -4.941, -4.458], [-0.357, -5.483, -3.503]]
}

---

4.
{
  "formula": "C29H19BrF4MnN4PS6",
  "method": "ωB97M-V with the def2-TZVPD basis set",
  "total_energy_ev": -222877.1575,
  "e_homo_ev": [-3.6, -3.5],
  "de_lowest_kcal_mol": 6.6,
  "charge": -1,
  "multiplicity": 2,
  "gap_ev": [5.6, 5.6],
  "species": ["Mn", "C", "C", "N", "N", "C", "N", "S", "C", "C", "C", "C", "C", "N", "H", "H", "H", "H", "H", "H", "H", "H", "H", "F", "C", "C", "F", "C", "F", "C", "P", "C", "C", "C", "C", "C", "C", "C", "C", "C", "C", "C", "C", "C", "Br", "C", "F", "H", "H", "H", "H", "H", "H", "H", "H", "H", "H", "S", "C", "S", "C", "C", "S", "S", "S"],
  "coordinates": [[0.315, 0.543, 0.195], [-3.565, 1.905, -0.906], [-2.210, 1.281, -0.833], [-1.624, 0.926, 0.263], [-2.344, 0.985, 1.423], [-1.773, 0.259, 2.347], [-2.397, 0.233, 3.566], [-0.383, -0.747, 2.118], [-1.448, 0.928, -2.037], [-1.943, 1.106, -3.326], [-1.219, 0.633, -4.401], [-0.021, -0.031, -4.168], [0.411, -0.160, -2.863], [-0.259, 0.327, -1.818], [-3.773, 2.403, 0.037], [-4.346, 1.158, -1.072], [-3.603, 2.634, -1.715], [-3.028, 0.999, 3.736], [-1.818, -0.049, 4.338], [-2.886, 1.612, -3.471], [-1.584, 0.773, -5.410], [0.570, -0.440, -4.975], [1.339, -0.669, -2.640], [4.239, -5.950, 0.008], [3.860, -4.662, -0.033], [4.799, -3.658, 0.085], [6.095, -3.969, 0.224], [4.391, -2.333, 0.042], [5.377, -1.430, 0.125], [3.059, -1.952, -0.107], [2.592, -0.142, 0.103], [3.603, 0.592, -1.238], [4.063, -0.146, -2.325], [4.738, 0.471, -3.369], [4.960, 1.841, -3.331], [4.516, 2.583, -2.249], [3.837, 1.965, -1.207], [3.587, 0.207, 1.610], [3.029, -0.179, 2.826], [3.672, 0.106, 4.020], [4.875, 0.797, 4.012], [5.444, 1.172, 2.804], [4.807, 0.872, 1.608], [2.138, -2.996, -0.265], [0.322, -2.726, -0.645], [2.534, -4.326, -0.224], [1.654, -5.324, -0.385], [3.899, -1.217, -2.365], [5.095, -0.118, -4.204], [5.477, 2.329, -4.148], [4.673, 3.654, -2.213], [3.505, 2.551, -0.360], [2.068, -0.678, 2.845], [3.210, -0.178, 4.957], [5.362, 1.053, 4.944], [6.388, 1.702, 2.788], [5.271, 1.161, 0.675], [2.769, 7.545, 0.863], [2.169, 5.996, 0.734], [1.903, 4.957, 2.077], [1.277, 3.576, 1.208], [1.201, 3.708, -0.120], [0.639, 2.421, -1.137], [1.754, 5.245, -0.752], [0.806, 2.124, 2.033]]
}